(1)
Entry from OMol25: a single C6H9IS molecule in a non-equilibrium geometry (ωB97M-V/def2-TZVPD).

Cartesian coordinates (Å):
C1 0.204 -1.299 0.899
C2 -0.512 -1.242 -0.201
C3 1.608 0.565 0.502
C4 0.712 1.294 -0.386
C5 -1.447 -2.336 -0.584
C6 -0.313 2.097 0.364
S1 -0.209 0.030 -1.415
I1 3.315 -0.154 -0.430
H1 0.529 -1.524 1.835
H2 1.795 1.115 1.435
H3 1.047 1.903 -1.209
H4 -1.886 -2.932 0.221
H5 -0.886 -2.875 -1.383
H6 -2.200 -1.768 -1.220
H7 -0.699 1.764 1.354
H8 -1.166 2.347 -0.387
H9 0.110 3.014 0.605

Its strongest force on any atom is 5.7 eV Å⁻¹. The value obtained for the HOMO energy (spin up / spin down) is -8.115 / -8.115 eV. As for the gap between HOMO and LUMO (spin up / spin down): 8.240 / 8.239 eV. Its calculated total energy is -929.740926 a.u. The relative energy (zero: lowest compared OMol25 entry of this formula, charge and spin) comes out at 72.8 kcal/mol.

These are the natural (NBO) partial charges, in e, on atoms 1 to 2: atom 1 (C): -0.0877, atom 2 (C): -0.2188

(2)
Entry from OMol25: a molecular structure, C6H9LiO5V in a non-equilibrium geometry (ωB97M-V/def2-TZVPD).

Cartesian coordinates (Å):
O1 -0.506 -2.183 0.818
C1 0.487 -1.855 1.692
C2 -0.245 -0.859 2.637
O2 -0.655 0.221 1.865
V1 -1.080 -0.425 0.047
H1 1.501 -1.547 2.049
H2 -1.083 -1.328 3.193
O3 0.888 2.129 -0.998
C3 1.819 1.118 -0.906
C4 1.476 -0.206 -1.015
O4 0.224 -0.517 -1.655
C5 -0.200 0.557 -2.499
C6 -0.388 1.768 -1.585
O5 -1.249 1.442 -0.585
Li1 -0.610 1.910 1.188
H3 2.822 1.435 -1.194
H4 2.193 -1.017 -1.127
H5 -1.162 0.259 -2.931
H6 0.547 0.728 -3.286
H7 -0.703 2.655 -2.159
H8 1.467 -2.160 0.771
H9 0.484 -0.577 3.424

The expectation value of S² is 3.76. Its strongest force on any atom is 4.6 eV Å⁻¹. Its spin multiplicity is 4. The value obtained for the HOMO energy (spin up / spin down) is -5.360 / -5.315 eV. As for the gap between HOMO and LUMO (spin up / spin down): 5.241 / 5.158 eV. Its calculated total energy is -1561.495749 a.u. The relative energy (zero: lowest compared OMol25 entry of this formula, charge and spin) comes out at 55.2 kcal/mol.

These are the natural (NBO) partial charges, in e, on atoms 1 to 2: atom 1 (O): -0.8299, atom 2 (C): -0.2347